# 1
Density functional theory data (ωB97M-V with the def2-TZVPD basis set) for a cluster of 2 separate species, C4H7NO2 in total.

The geometry in XYZ format:
```
14
Properties=species:S:1:pos:R:3:forces:R:3
O 1.164960 0.748713 1.879038 0.07 -0.17 -0.40
C 1.470747 0.329793 0.797752 0.05 0.09 0.12
C 1.774183 -0.764017 -0.132906 -0.05 -0.33 0.08
N 1.919323 0.710166 -0.427671 0.01 0.26 0.11
H 1.001713 -1.249695 -0.723121 0.16 0.08 0.12
H 2.661415 -1.360318 0.084202 -0.08 0.19 -0.05
H 2.807969 1.178269 -0.565308 -0.04 -0.11 0.03
C -1.738894 0.702467 -0.108929 0.09 0.00 -0.09
C -1.923434 -0.785643 -0.175390 0.11 -0.17 -0.12
O -1.194652 -1.556983 -0.757338 -0.36 0.36 0.21
H -1.580932 1.001920 0.934508 -0.04 -0.06 -0.13
H -2.659139 1.189454 -0.452739 0.12 -0.05 0.06
H -0.888441 1.025830 -0.715228 -0.14 -0.06 0.08
H -2.814821 -1.169960 0.363129 0.09 -0.02 -0.04
```
Positions in Å, forces in eV/Å.

Computed properties:
frontier orbital gap: 10.7 eV
total energy: -361.7794 Eh
ΔE to the lowest compared entry with this formula, charge and spin: 2.7610 eV
SMILES: O=C1CN1.CC=O

=====

# 2
Density functional theory data (ωB97M-V with the def2-TZVPD basis set) for the molecule CH2F3N3 in a non-equilibrium geometry.

The geometry in XYZ format:
```
9
Properties=species:S:1:pos:R:3:forces:R:3
H 2.097244 1.652304 0.627799 2.54 0.39 0.60
N 1.238216 1.326532 0.352956 -3.19 -0.34 -1.01
C 0.998904 0.142235 0.114647 0.76 0.82 1.01
F 1.873352 -0.871883 0.263589 -0.69 0.27 -0.36
N -0.261046 -0.314924 -0.274227 -0.24 -1.72 -0.24
F -0.315951 -1.737110 -0.134817 -0.06 0.49 0.20
N -1.443677 0.178913 -0.600464 1.14 0.31 0.99
F -2.354675 0.306066 0.598500 0.81 -0.17 -0.37
H -1.832364 -0.682137 -0.947981 -1.08 -0.05 -0.81
```
Positions in Å, forces in eV/Å.

Computed properties:
frontier orbital gap: 11.5 eV
total energy: -502.9774 Eh
ΔE to the lowest compared entry with this formula, charge and spin: 5.9297 eV
SMILES: [H]/N=C(\F)N(F)NF

=====

# 3
Density functional theory data (ωB97M-V with the def2-TZVPD basis set) for the molecule C2H2N4O2 in a non-equilibrium geometry.

The geometry in XYZ format:
```
10
Properties=species:S:1:pos:R:3:forces:R:3
O 0.081357 -1.945723 -1.272129 -2.87 4.60 1.65
C -0.593997 -0.963872 -0.849748 3.39 -2.39 0.71
O -1.848497 -0.675556 -1.037255 -1.17 -1.93 -5.12
N -0.028295 0.063255 0.101817 -0.35 -0.95 1.13
N 1.062377 -0.339721 0.833052 -0.11 3.51 -1.24
C 1.448432 0.853463 1.282197 2.18 1.42 0.79
N 0.606754 1.936128 1.001958 -1.37 -2.87 -0.26
N -0.411867 1.425895 0.374536 1.98 -1.56 -1.39
H -2.056193 -1.183920 -2.034367 0.48 1.89 4.26
H 2.463920 1.217695 1.735202 -2.14 -1.71 -0.53
```
Positions in Å, forces in eV/Å.

Computed properties:
frontier orbital gap: 10.5 eV
total energy: -446.8265 Eh
ΔE to the lowest compared entry with this formula, charge and spin: 3.9796 eV
SMILES: O=C(O)n1ncnn1

=====

# 4
Density functional theory data (ωB97M-V with the def2-TZVPD basis set) for the molecule C2H4N2P2 in a non-equilibrium geometry.

The geometry in XYZ format:
```
10
Properties=species:S:1:pos:R:3:forces:R:3
P 1.685387 -1.018085 -1.277465 2.16 1.01 1.54
C 0.487323 -0.249379 -0.205790 3.08 1.82 5.43
C -0.749717 0.200336 -0.385014 -2.62 1.12 -2.78
N -1.379989 0.854619 0.573982 -1.17 0.95 0.26
N -0.637707 1.034558 1.653602 0.56 -1.17 -2.00
P 0.926214 0.452756 1.670160 -0.50 -1.48 -3.35
H 0.676648 -1.090704 -2.081019 -2.21 -0.54 -3.09
H 1.333816 -2.207269 -0.730585 0.15 -1.67 0.30
H -1.296353 0.291594 -1.423458 1.00 -0.78 2.14
H -1.045622 1.731574 2.205587 -0.46 0.75 1.53
```
Positions in Å, forces in eV/Å.

Computed properties:
frontier orbital gap: 8.4 eV
total energy: -870.7260 Eh
ΔE to the lowest compared entry with this formula, charge and spin: 1.2609 eV
SMILES: Pc1cn[nH]p1

=====

# 5
Density functional theory data (ωB97M-V with the def2-TZVPD basis set) for the molecule C3H7NO3 in a non-equilibrium geometry.

The geometry in XYZ format:
```
14
Properties=species:S:1:pos:R:3:forces:R:3
O 0.593471 0.008864 2.174325 0.04 0.30 -0.35
C 0.211614 0.730750 1.270110 0.55 -0.42 1.29
O 0.082392 2.091324 1.456452 -0.16 -0.59 -0.97
N -0.032784 0.275418 0.040702 -0.29 -0.09 -0.68
C 0.172201 -1.133765 -0.285474 -0.89 0.65 1.04
C 0.039357 -1.302846 -1.783946 1.07 -0.82 -0.22
O -0.922134 -0.528116 -2.453005 -0.69 0.50 0.44
H 0.916806 2.304624 1.878516 0.02 0.41 0.56
H -0.530345 0.820115 -0.638922 0.13 0.39 -0.08
H -0.530620 -1.733675 0.306036 -0.09 -0.07 -0.26
H 1.158277 -1.406111 0.088020 0.09 -0.18 -0.31
H 1.010618 -1.000051 -2.185552 -0.23 -0.03 -0.35
H -0.109804 -2.364472 -2.017859 0.14 0.07 0.08
H -1.798124 -0.662036 -2.056808 0.31 -0.13 -0.20
```
Positions in Å, forces in eV/Å.

Computed properties:
frontier orbital gap: 10.6 eV
total energy: -398.9987 Eh
ΔE to the lowest compared entry with this formula, charge and spin: 1.0599 eV
SMILES: O=C(O)NCCO

=====

# 6
Density functional theory data (ωB97M-V with the def2-TZVPD basis set) for a structure of composition C10H10F3NO2Ti in a non-equilibrium geometry.

The geometry in XYZ format:
```
27
Properties=species:S:1:pos:R:3:forces:R:3
C 0.518441 -1.000874 -1.947008 -0.56 0.83 -0.66
C 1.283073 0.212807 -2.064058 -0.43 -0.48 -0.19
C 0.371552 1.300846 -2.215753 -0.60 -0.71 -0.57
C -0.962183 0.777703 -2.181855 0.88 -0.46 -0.74
C -0.878784 -0.643222 -1.991658 1.10 0.42 -0.74
Ti 0.022691 0.342213 -0.163815 0.28 -0.10 2.71
C 1.902700 0.505715 0.806687 -0.55 0.19 -0.78
C 1.637492 -0.953150 1.030368 3.35 -1.61 0.68
C 2.649229 -1.881825 1.179783 -1.13 1.36 -0.74
N 0.318050 -1.239643 0.935023 -2.54 0.67 0.05
H 0.645623 2.337810 -2.373011 -0.15 -0.17 0.29
H 2.372230 0.287131 -2.046911 -0.53 -0.07 -0.01
H -1.872034 1.333905 -2.374029 0.19 0.03 0.42
H -1.712991 -1.338781 -1.944589 0.22 0.23 0.11
H 0.917597 -2.012594 -1.899241 -0.10 0.41 0.34
H 2.828301 0.730721 0.276342 -0.12 -0.06 0.40
H -0.072396 -2.132589 1.239647 0.62 0.34 -0.41
H 1.709364 1.141543 1.688380 0.00 -0.26 -0.39
H 3.672745 -1.512409 1.150649 -0.21 -0.32 0.22
H 2.429040 -2.946859 1.136843 0.13 0.19 0.26
F -1.941386 5.140820 1.364796 0.32 -1.01 0.31
C -1.507018 3.904228 1.684150 0.14 -0.05 0.15
F -0.376339 4.032042 2.445156 -0.95 -0.03 -0.48
F -2.455984 3.291366 2.439319 0.71 0.57 -0.52
C -1.143795 3.051229 0.405681 -0.12 0.81 -0.33
O -1.027622 3.614398 -0.667430 -0.13 -0.79 1.11
O -0.966279 1.792313 0.708000 0.20 0.07 -0.50
```
Positions in Å, forces in eV/Å.

Computed properties:
frontier orbital gap (alpha / beta): 7.3 / 7.3 eV
total energy: -1741.3847 Eh

=====

Among the records above, which one has the lowest total energy? C10H10F3NO2Ti